--- A ---
This record from OMol25 describes a 4-piece molecular cluster, C16H20F12O8 overall. The level of theory is ωB97M-V/def2-TZVPD.

Each line ends with the natural charge from an NBO analysis.
Atoms and positions in Å:
C (-3.398, -11.434, -7.007)  -0.636
C (-3.956, -11.312, -5.574)  -0.076
O (-4.372, -10.078, -5.229)  -0.471
C (-3.487, -9.105, -4.894)  0.681
O (-2.289, -9.305, -4.706)  -0.537
C (-4.093, -7.721, -4.844)  0.898
F (-3.516, -6.908, -5.673)  -0.294
F (-5.367, -7.720, -5.189)  -0.300
F (-3.912, -7.221, -3.635)  -0.301
H (-2.549, -10.759, -7.118)  0.217
H (-4.146, -11.159, -7.750)  0.210
H (-3.000, -12.422, -7.238)  0.224
H (-3.123, -11.583, -4.925)  0.191
H (-4.793, -12.003, -5.471)  0.195
C (-1.551, 3.644, 11.105)  -0.624
C (-0.994, 2.239, 10.610)  -0.074
O (-1.868, 1.919, 9.560)  -0.500
C (-1.464, 1.488, 8.347)  0.690
O (-0.319, 1.163, 8.127)  -0.538
C (-2.671, 1.288, 7.404)  0.904
F (-2.737, 0.026, 7.090)  -0.294
F (-3.763, 1.756, 7.887)  -0.286
F (-2.539, 1.939, 6.245)  -0.319
H (-1.538, 4.428, 10.348)  0.216
H (-1.071, 4.081, 11.980)  0.215
H (-2.584, 3.439, 11.388)  0.212
H (-0.980, 1.465, 11.378)  0.197
H (-0.004, 2.425, 10.193)  0.200
C (-2.096, 0.693, -2.107)  -0.652
C (-1.272, 0.453, -3.332)  -0.062
O (-1.242, 1.612, -4.137)  -0.491
C (-2.280, 2.223, -4.749)  0.682
O (-3.457, 2.179, -4.310)  -0.544
C (-2.021, 3.098, -5.976)  0.908
F (-0.720, 3.479, -5.913)  -0.318
F (-2.438, 2.530, -7.153)  -0.307
F (-2.605, 4.245, -5.913)  -0.287
H (-3.107, 0.302, -2.221)  0.231
H (-1.974, 1.679, -1.658)  0.231
H (-1.544, 0.207, -1.302)  0.217
H (-1.761, -0.370, -3.851)  0.190
H (-0.226, 0.231, -3.118)  0.203
C (8.604, 7.574, 0.914)  -0.661
C (8.823, 6.396, -0.062)  -0.062
O (7.604, 5.719, -0.478)  -0.504
C (6.692, 5.155, 0.341)  0.690
O (6.910, 5.045, 1.519)  -0.549
C (5.314, 4.791, -0.282)  0.907
F (4.505, 5.231, 0.547)  -0.275
F (5.090, 5.280, -1.508)  -0.306
F (5.055, 3.476, -0.302)  -0.318
H (8.022, 8.385, 0.475)  0.215
H (9.496, 8.146, 1.170)  0.231
H (8.000, 7.296, 1.777)  0.238
H (9.562, 5.665, 0.269)  0.194
H (9.150, 6.713, -1.052)  0.201

Properties
LUMO energy = 0.6207 eV
HOMO-LUMO gap = 11.6 eV

---

--- B ---
This record from OMol25 describes a 4-piece molecular cluster, C16H20F12O8 overall. The level of theory is ωB97M-V/def2-TZVPD.

Each line ends with the natural charge from an NBO analysis.
Atoms and positions in Å:
C (-3.466, 0.326, -0.684)  -0.625
C (-3.660, 1.499, -1.648)  -0.079
O (-3.691, 2.678, -0.869)  -0.485
C (-3.824, 3.868, -1.407)  0.692
O (-4.047, 4.068, -2.556)  -0.535
C (-3.757, 5.000, -0.381)  0.901
F (-3.389, 4.547, 0.812)  -0.307
F (-2.839, 5.899, -0.765)  -0.309
F (-4.933, 5.615, -0.349)  -0.297
H (-3.629, -0.623, -1.193)  0.222
H (-4.102, 0.431, 0.193)  0.219
H (-2.447, 0.271, -0.292)  0.218
H (-4.602, 1.353, -2.179)  0.190
H (-2.880, 1.462, -2.409)  0.197
C (1.858, -1.158, 3.071)  -0.643
C (1.526, -1.053, 1.586)  -0.091
O (0.872, -2.224, 1.078)  -0.487
C (-0.447, -2.284, 1.137)  0.702
O (-1.163, -1.417, 1.523)  -0.555
C (-1.044, -3.574, 0.534)  0.902
F (-2.094, -3.264, -0.250)  -0.305
F (-0.159, -4.273, -0.202)  -0.300
F (-1.469, -4.351, 1.557)  -0.309
H (1.992, -2.209, 3.320)  0.231
H (1.030, -0.820, 3.699)  0.214
H (2.712, -0.526, 3.302)  0.228
H (2.459, -1.007, 1.027)  0.208
H (0.930, -0.175, 1.359)  0.202
C (0.104, 2.112, 2.437)  -0.655
C (-0.554, 2.889, 1.316)  -0.076
O (-0.156, 2.403, 0.016)  -0.485
C (1.021, 2.731, -0.461)  0.688
O (1.836, 3.368, 0.136)  -0.553
C (1.304, 2.262, -1.911)  0.904
F (0.251, 1.641, -2.438)  -0.307
F (1.591, 3.343, -2.648)  -0.302
F (2.370, 1.463, -1.932)  -0.307
H (-0.150, 1.058, 2.497)  0.225
H (-0.251, 2.531, 3.383)  0.229
H (1.186, 2.242, 2.433)  0.226
H (-0.354, 3.960, 1.275)  0.204
H (-1.633, 2.760, 1.340)  0.210
C (1.456, -1.926, -2.210)  -0.637
C (2.891, -2.468, -2.344)  -0.079
O (3.423, -2.781, -1.064)  -0.479
C (3.080, -3.918, -0.487)  0.687
O (2.382, -4.727, -1.026)  -0.545
C (3.577, -4.152, 0.922)  0.906
F (2.584, -4.461, 1.751)  -0.295
F (4.536, -5.074, 0.917)  -0.296
F (4.125, -3.024, 1.429)  -0.324
H (0.756, -2.660, -1.820)  0.224
H (1.121, -1.608, -3.201)  0.222
H (1.390, -1.019, -1.607)  0.207
H (3.498, -1.657, -2.732)  0.202
H (2.877, -3.343, -2.989)  0.206

Properties
LUMO energy = 0.5551 eV
HOMO-LUMO gap = 11.9 eV

---

Winner for stability: B

---

--- A ---
This record from OMol25 describes a 8-piece molecular cluster, C32H64O8 overall. The level of theory is ωB97M-V/def2-TZVPD.

Each line ends with the Löwdin charge.
Atoms and positions in Å:
C (5.870, -5.756, 1.648)  -0.182
C (5.612, -4.829, 0.428)  -0.151
C (5.661, -5.807, -0.743)  -0.227
O (5.302, -7.017, -0.150)  -0.134
C (5.337, -7.089, 1.281)  -0.200
H (5.359, -5.329, 2.511)  0.108
H (6.943, -5.766, 1.840)  0.111
H (6.438, -4.130, 0.296)  0.103
H (4.654, -4.315, 0.357)  0.108
H (6.618, -5.821, -1.265)  0.115
H (4.866, -5.582, -1.454)  0.115
H (6.139, -7.720, 1.663)  0.113
H (4.413, -7.349, 1.797)  0.120
C (-1.405, -6.082, 4.327)  -0.189
C (-1.225, -6.917, 5.508)  -0.184
C (-2.605, -6.837, 6.250)  -0.168
O (-3.515, -6.837, 5.158)  -0.163
C (-2.893, -6.398, 3.991)  -0.209
H (-0.718, -6.317, 3.514)  0.111
H (-1.244, -5.007, 4.406)  0.111
H (-0.354, -6.646, 6.105)  0.112
H (-1.084, -7.960, 5.224)  0.118
H (-2.838, -5.904, 6.763)  0.114
H (-2.837, -7.677, 6.904)  0.115
H (-3.443, -5.525, 3.641)  0.115
H (-3.022, -7.267, 3.345)  0.119
C (-1.360, 1.487, -1.403)  -0.180
C (-1.011, 0.609, -0.246)  -0.218
C (-1.042, -0.801, -0.745)  -0.182
O (-1.958, -0.774, -1.888)  -0.128
C (-2.367, 0.608, -2.054)  -0.227
H (-0.523, 1.534, -2.100)  0.121
H (-1.777, 2.443, -1.089)  0.125
H (-1.714, 0.794, 0.566)  0.114
H (-0.083, 0.876, 0.259)  0.114
H (-1.445, -1.441, 0.040)  0.114
H (-0.034, -1.144, -0.980)  0.114
H (-3.373, 0.731, -1.653)  0.118
H (-2.404, 0.881, -3.109)  0.115
C (-8.617, 5.147, -4.322)  -0.147
C (-9.173, 6.140, -3.326)  -0.197
C (-8.765, 7.492, -3.888)  -0.188
O (-7.428, 7.201, -4.265)  -0.167
C (-7.265, 5.868, -4.718)  -0.185
H (-9.303, 5.065, -5.165)  0.103
H (-8.558, 4.121, -3.958)  0.104
H (-8.826, 6.044, -2.297)  0.112
H (-10.232, 6.062, -3.079)  0.107
H (-8.637, 8.350, -3.227)  0.126
H (-9.263, 7.730, -4.828)  0.119
H (-6.401, 5.327, -4.333)  0.108
H (-7.077, 5.894, -5.792)  0.106
C (4.697, 0.952, 7.664)  -0.156
C (4.667, -0.306, 6.763)  -0.158
C (3.350, -0.117, 5.988)  -0.192
O (2.881, 1.202, 6.296)  -0.138
C (3.261, 1.521, 7.610)  -0.226
H (5.264, 1.741, 7.169)  0.106
H (5.049, 0.714, 8.667)  0.107
H (4.639, -1.267, 7.276)  0.101
H (5.538, -0.370, 6.111)  0.098
H (2.664, -0.888, 6.338)  0.109
H (3.359, -0.195, 4.901)  0.117
H (2.678, 1.054, 8.404)  0.111
H (3.238, 2.580, 7.868)  0.119
C (7.142, 2.182, 1.871)  -0.191
C (8.219, 2.680, 2.803)  -0.181
C (8.103, 4.195, 2.581)  -0.161
O (6.776, 4.337, 2.010)  -0.168
C (5.985, 3.170, 2.109)  -0.202
H (6.794, 1.240, 2.296)  0.105
H (7.429, 2.150, 0.820)  0.121
H (9.124, 2.219, 2.408)  0.108
H (7.997, 2.280, 3.793)  0.111
H (8.775, 4.605, 1.828)  0.121
H (8.191, 4.621, 3.580)  0.111
H (5.208, 3.040, 1.356)  0.113
H (5.382, 3.211, 3.017)  0.115
C (3.473, 4.466, -4.654)  -0.200
C (2.485, 4.287, -5.690)  -0.190
C (1.380, 5.363, -5.328)  -0.131
O (1.699, 5.767, -3.934)  -0.176
C (3.122, 5.702, -3.729)  -0.163
H (4.483, 4.560, -5.052)  0.108
H (3.460, 3.571, -4.033)  0.108
H (2.030, 3.298, -5.638)  0.106
H (2.844, 4.415, -6.711)  0.109
H (0.342, 5.037, -5.396)  0.108
H (1.456, 6.246, -5.963)  0.104
H (3.224, 5.533, -2.657)  0.112
H (3.693, 6.602, -3.957)  0.106
C (-8.420, -2.180, -4.838)  -0.158
C (-6.961, -1.852, -5.282)  -0.151
C (-6.236, -3.093, -4.654)  -0.203
O (-7.050, -4.151, -5.112)  -0.136
C (-8.395, -3.734, -5.018)  -0.214
H (-9.103, -1.740, -5.563)  0.098
H (-8.591, -1.786, -3.836)  0.102
H (-6.574, -0.901, -4.917)  0.101
H (-6.924, -1.864, -6.371)  0.109
H (-6.036, -3.083, -3.583)  0.119
H (-5.279, -3.194, -5.165)  0.114
H (-8.968, -4.265, -4.257)  0.110
H (-8.958, -3.910, -5.935)  0.109

Properties
LUMO energy = 0.1966 eV
HOMO-LUMO gap = 9.5 eV

---

--- B ---
This record from OMol25 describes a 8-piece molecular cluster, C32H64O8 overall. The level of theory is ωB97M-V/def2-TZVPD.

Each line ends with the Löwdin charge.
Atoms and positions in Å:
C (0.662, 1.437, 4.753)  -0.097
C (-0.063, 2.097, 5.974)  -0.176
C (-1.377, 2.418, 5.374)  -0.174
O (-1.562, 1.561, 4.189)  -0.116
C (-0.380, 1.488, 3.561)  -0.254
H (0.828, 0.236, 4.948)  0.155
H (1.652, 1.924, 4.543)  0.110
H (0.419, 3.071, 6.449)  0.160
H (-0.142, 1.493, 6.670)  0.005
H (-1.272, 3.530, 5.397)  0.129
H (-2.154, 2.282, 6.085)  0.110
H (-0.264, 2.352, 3.133)  0.053
H (-0.193, 0.717, 2.818)  0.123
C (2.631, 1.067, -3.570)  -0.220
C (3.283, -0.126, -4.269)  -0.180
C (4.415, 0.456, -5.087)  -0.169
O (4.050, 1.915, -5.135)  -0.115
C (3.524, 2.117, -3.814)  -0.240
H (2.397, 0.879, -2.451)  0.124
H (1.635, 0.970, -3.735)  0.075
H (2.453, -0.668, -5.043)  0.164
H (3.721, -0.965, -3.556)  0.140
H (4.281, -0.135, -5.932)  0.084
H (5.414, 0.403, -4.555)  0.139
H (2.908, 3.066, -3.909)  0.159
H (4.151, 2.268, -3.119)  0.060
C (-0.065, -0.597, 0.121)  -0.205
C (-0.438, 0.756, -0.294)  -0.135
C (0.880, 1.586, -0.135)  -0.191
O (1.730, 0.652, 0.491)  -0.136
C (1.409, -0.637, -0.029)  -0.163
H (-0.638, -1.433, -0.349)  0.123
H (-0.378, -0.908, 1.009)  0.058
H (-1.206, 1.386, 0.196)  0.108
H (-0.597, 0.608, -1.368)  0.111
H (0.788, 2.293, 0.631)  0.088
H (1.224, 2.166, -0.983)  0.104
H (1.926, -1.538, 0.572)  0.176
H (1.769, -0.538, -0.926)  0.042
C (5.883, -3.866, 1.991)  -0.194
C (4.546, -3.322, 1.645)  -0.164
C (4.635, -3.186, 0.076)  -0.205
O (5.358, -4.314, -0.293)  -0.188
C (6.496, -4.405, 0.662)  -0.127
H (5.769, -4.661, 2.633)  0.060
H (6.721, -3.315, 2.625)  0.154
H (4.297, -2.525, 2.241)  0.075
H (3.741, -3.820, 2.118)  0.100
H (5.255, -2.324, -0.282)  0.130
H (3.624, -3.212, -0.500)  0.120
H (7.152, -3.669, 0.343)  0.078
H (6.864, -5.508, 0.807)  0.157
C (-3.691, -1.769, -1.466)  -0.199
C (-3.921, -2.007, -0.028)  -0.219
C (-5.257, -2.622, 0.088)  -0.169
O (-5.631, -2.831, -1.334)  -0.143
C (-4.999, -1.826, -2.135)  -0.223
H (-3.013, -2.517, -1.830)  0.101
H (-3.244, -0.737, -1.816)  0.153
H (-4.089, -1.203, 0.751)  0.115
H (-3.160, -2.695, 0.336)  0.110
H (-5.822, -1.764, 0.469)  0.098
H (-5.323, -3.533, 0.757)  0.147
H (-5.710, -0.903, -2.285)  0.154
H (-4.943, -2.069, -3.124)  0.081
C (-5.894, 1.141, 2.819)  -0.161
C (-4.388, 1.156, 2.950)  -0.246
C (-3.806, 2.094, 1.853)  -0.226
O (-4.926, 2.906, 1.544)  -0.150
C (-6.044, 2.026, 1.462)  -0.204
H (-6.180, 1.752, 3.911)  0.181
H (-6.012, -0.022, 2.577)  0.125
H (-3.927, 0.176, 2.872)  0.102
H (-4.004, 1.803, 3.644)  0.051
H (-3.413, 1.444, 1.137)  0.070
H (-2.889, 2.609, 2.345)  0.135
H (-6.202, 1.246, 0.585)  0.135
H (-7.017, 2.755, 1.731)  0.163
C (-1.034, 5.218, -1.071)  -0.165
C (-1.844, 5.247, 0.304)  -0.153
C (-0.902, 5.812, 1.325)  -0.269
O (0.393, 5.771, 0.817)  -0.134
C (0.228, 5.984, -0.581)  -0.242
H (-1.599, 5.562, -2.039)  0.136
H (-0.660, 4.238, -1.364)  0.070
H (-2.218, 4.240, 0.542)  0.079
H (-2.824, 5.924, -0.028)  0.165
H (-1.154, 5.283, 2.223)  0.101
H (-1.080, 6.832, 1.701)  0.123
H (1.329, 5.585, -1.168)  0.173
H (0.293, 7.096, -0.908)  0.122
C (0.812, -4.212, -3.977)  -0.207
C (1.839, -5.351, -3.623)  -0.123
C (2.266, -4.945, -2.136)  -0.135
O (1.589, -3.667, -2.060)  -0.158
C (0.412, -3.596, -2.756)  -0.315
H (-0.158, -4.630, -4.468)  0.143
H (1.295, -3.544, -4.664)  0.097
H (2.743, -5.248, -4.184)  0.074
H (1.362, -6.450, -3.884)  0.154
H (3.321, -4.763, -1.907)  0.101
H (1.945, -5.822, -1.609)  0.100
H (-0.169, -2.650, -2.847)  0.128
H (-0.443, -4.047, -2.173)  0.129

Properties
LUMO energy = 0.5044 eV
HOMO-LUMO gap = 10.2 eV

---

Winner for stability: A